# 1
Density functional theory data (wB97M-V/def2-TZVPD) for a 2-piece molecular cluster, C6H7FN2 overall in a non-equilibrium geometry.

For the calculated total energy, the calculation gives -12026.94132 eV. The calculation puts the molar mass at 126.134 g mol⁻¹. The calculation puts the orbital gap (spin up / spin down) at 8.651 / 6.963 eV. The value obtained for the HOMO energy (spin up / spin down) is -8.57 / -6.90 eV.

The geometry in XYZ format:
```
16
Properties=species:S:1:pos:R:3:forces:R:3:nbo_charge:R:1
F -0.011868 -1.069759 1.558387 0.294 -0.071 -1.826 -0.37
N 1.481331 -2.191383 -2.692382 0.579 0.251 0.000 -0.46
N 1.247389 -2.648626 -0.564404 -0.402 0.573 3.045 -0.51
C -0.000823 -0.658757 0.228090 -1.582 5.306 2.500 0.38
C 1.738579 -3.047841 -1.701142 -1.141 2.653 -3.092 0.19
C 0.641541 -1.372698 -0.753030 1.529 -1.562 0.003 -0.11
C -0.367671 1.419865 0.265928 0.727 -4.802 -2.069 -0.08
C 0.886449 -1.126684 -2.109528 -0.591 -0.953 1.594 -0.02
C -1.014817 1.943572 1.481963 1.780 -1.081 2.747 -0.75
H -0.504435 1.691719 -0.840939 0.023 -0.123 2.114 0.19
H 1.609301 -3.044742 0.308069 -0.822 0.479 -0.303 0.42
H 2.276118 -3.878049 -1.914130 1.412 -2.636 0.006 0.20
H -0.302161 2.705493 1.996377 -1.053 -1.222 -0.707 0.23
H -1.323153 1.159660 2.324619 1.098 1.306 -1.992 0.25
H 0.601879 -0.193169 -2.487953 -0.217 0.796 -1.379 0.20
H -1.903886 2.451090 1.298940 -1.633 1.087 -0.640 0.23
```
Forces are in eV/Å.

# 2
Density functional theory data (wB97M-V/def2-TZVPD) for one molecule with the formula C6H7FN2 in a non-equilibrium geometry.

For the calculated total energy, the calculation gives -12032.18329 eV. The calculation puts the molar mass at 126.134 g mol⁻¹. The calculation puts the orbital gap at 9.934 eV. The value obtained for the HOMO energy is -9.07 eV. As for the SMILES: C=C[C@H](F)n1ccnc1.

The geometry in XYZ format:
```
16
Properties=species:S:1:pos:R:3:forces:R:3:nbo_charge:R:1
F -0.369003 1.936072 -0.620041 -0.108 0.041 -0.246 -0.36
N 3.361279 0.318053 0.158469 0.543 0.385 0.212 -0.44
N 1.164418 0.492861 0.255170 -0.026 -0.243 0.036 -0.39
C -1.202451 -0.014511 0.454693 0.256 0.134 -0.008 -0.25
C -0.137539 1.042168 0.405033 -0.748 1.757 2.281 0.34
C 1.449329 -0.674893 -0.417012 0.168 -0.253 -0.106 -0.10
C -2.254116 -0.033278 -0.340624 0.003 0.051 -0.042 -0.35
C 2.806100 -0.762571 -0.456114 -0.436 -0.151 -0.128 -0.09
C 2.369330 1.049872 0.562187 -0.010 0.146 0.123 0.19
H -0.242900 1.715109 1.407947 0.665 -1.625 -2.140 0.18
H -3.007025 -0.798682 -0.268766 -0.091 -0.167 0.098 0.21
H -1.035430 -0.756091 1.222943 -0.082 -0.136 0.070 0.22
H 0.673164 -1.311940 -0.783524 -0.148 -0.140 -0.111 0.23
H 2.460141 1.983934 1.076301 -0.078 0.283 0.176 0.20
H 3.416573 -1.526577 -0.891728 0.069 -0.219 -0.095 0.21
H -2.396479 0.722834 -1.094264 0.024 0.136 -0.120 0.21
```
Forces are in eV/Å.

# 3
Density functional theory data (wB97M-V/def2-TZVPD) for C6H7FNO2PS2 as an isolated structure in a non-equilibrium geometry.

For the calculated total energy, the calculation gives -45592.55855 eV. The calculation puts the molar mass at 239.233 g mol⁻¹. The calculation puts the orbital gap at 7.755 eV. The value obtained for the HOMO energy is -8.75 eV.

The geometry in XYZ format:
```
20
Properties=species:S:1:pos:R:3:forces:R:3:nbo_charge:R:1
S 4.082489 -1.446152 0.590872 2.690 0.658 -0.517 0.92
S -2.192554 -0.783247 -0.492807 0.952 -0.077 -0.104 0.13
P 2.514238 1.169212 -0.804224 1.377 -1.098 0.413 1.08
F 4.866879 -1.277930 -0.906731 -0.774 -0.256 1.174 -0.52
O 2.647929 -1.777711 0.256501 -4.130 2.136 -1.600 -0.69
O -0.287291 -2.639369 -0.695544 0.525 -1.358 0.080 -0.51
N 1.067996 1.779548 -1.237901 -1.239 2.031 -0.918 -0.72
C 1.655925 -0.323591 -0.242055 2.946 -2.660 0.385 0.07
C 3.050751 2.000572 0.750976 -2.782 4.242 -2.907 -0.90
C 0.124601 0.917258 -1.344324 3.814 -1.020 1.898 0.12
C -0.499983 -1.479510 -0.713416 -1.783 1.147 0.050 0.46
C 0.449560 -0.386081 -0.817183 0.486 -0.535 0.461 -0.35
C -2.932989 -2.239200 0.266251 -0.992 1.421 -1.001 -0.76
H 2.057819 2.215213 1.223522 1.365 -0.097 0.351 0.25
H -3.367717 -1.801198 1.212218 0.277 -1.600 -1.021 0.25
H -0.793570 1.090609 -1.675011 -3.782 1.243 -1.707 0.19
H -3.554527 -2.656741 -0.534280 -1.040 0.354 0.844 0.23
H 3.593823 2.986793 0.437844 -0.975 -1.840 0.805 0.25
H -2.169334 -2.970519 0.206848 1.061 -0.710 1.338 0.26
H 3.667064 1.315859 1.156716 2.006 -1.980 1.978 0.23
```
Forces are in eV/Å.

# 4
Density functional theory data (wB97M-V/def2-TZVPD) for one molecule with the formula C6H7FO in a non-equilibrium geometry.

For the calculated total energy, the calculation gives -11095.91715 eV. The calculation puts the molar mass at 114.119 g mol⁻¹. The calculation puts the orbital gap at 9.285 eV. The value obtained for the HOMO energy is -8.28 eV. As for the SMILES: CC1=C(F)[C@H]2C[C@H]2O1.

The geometry in XYZ format:
```
15
Properties=species:S:1:pos:R:3:forces:R:3:nbo_charge:R:1
F -0.967318 2.261486 -0.081260 -0.172 0.778 -0.167 -0.29
O 0.045771 -1.142905 -0.185249 -6.513 -2.556 1.808 -0.49
C 1.256651 -0.744743 -0.247252 4.687 4.131 -3.874 0.12
C 1.066414 0.832803 -0.492851 4.028 0.965 -0.348 -0.34
C -0.884641 -0.120491 0.014263 -1.344 0.901 -1.074 0.22
C -2.307822 -0.682767 0.087770 -1.392 -0.319 2.879 -0.70
C 1.940788 0.333459 0.636827 1.360 -1.782 -0.728 -0.45
C -0.332874 1.112869 -0.130874 0.403 -3.699 -0.513 0.30
H 3.067831 0.252788 0.565021 -1.470 0.433 -0.366 0.23
H -3.389695 -0.114406 -0.039392 3.436 -0.827 -0.686 0.26
H 1.768211 -1.223532 -1.227096 -0.405 0.866 2.961 0.20
H -2.214737 -1.680164 -0.467825 -0.712 1.422 0.954 0.25
H 1.681291 0.554406 1.642870 -0.662 -0.171 0.663 0.23
H -2.446501 -0.843697 1.252111 0.252 -0.586 -2.140 0.23
H 1.716626 1.204892 -1.327070 -1.496 0.442 0.631 0.23
```
Forces are in eV/Å.